1.
This record from the Open Molecules 2025 dataset describes a cluster of 6 separate species, C12H24Br12 in total at a distorted geometry. The level of theory is ωB97M-V/def2-TZVPD.

Atoms and positions in Å:
1 Br 2.69761 5.29346 28.62269
2 C 4.62130 4.61830 28.51123
3 C 5.05582 3.90487 29.72838
4 Br 6.89391 3.25208 29.38324
5 H 5.25748 5.46518 28.25400
6 H 4.69762 3.95236 27.65170
7 H 4.33074 3.11555 29.92675
8 H 5.10479 4.68419 30.48888
9 Br 7.79999 0.50626 35.21108
10 C 6.76997 1.32037 33.63266
11 C 5.36209 1.61098 34.20508
12 Br 4.33045 2.72465 32.88742
13 H 6.74488 0.61205 32.80455
14 H 7.22618 2.15790 33.10492
15 H 5.35617 2.25871 35.08172
16 H 4.88709 0.68064 34.51639
17 Br 1.64006 8.58016 24.61541
18 C 2.53281 6.86957 24.22588
19 C 1.77466 5.81597 25.05368
20 Br 2.69794 4.05970 24.89508
21 H 3.56657 6.73001 24.54203
22 H 2.50644 6.67856 23.15307
23 H 0.80788 5.70000 24.56379
24 H 1.65101 6.02898 26.11548
25 Br 4.30186 8.61883 33.26998
26 C 5.77949 7.40205 32.68199
27 C 5.98584 6.48147 33.88029
28 Br 7.52755 5.31013 33.28026
29 H 6.64628 8.05080 32.55592
30 H 5.66428 6.93124 31.70569
31 H 5.03277 5.95303 33.90274
32 H 6.30666 6.91398 34.82798
33 Br -1.38336 7.89944 29.28639
34 C -0.92610 7.02332 27.54286
35 C -1.09352 5.51327 27.68514
36 Br -1.31646 4.59525 25.89382
37 H 0.10168 7.15112 27.20311
38 H -1.54751 7.59026 26.84966
39 H -1.92240 5.21638 28.32772
40 H -0.15722 5.18328 28.13521
41 Br 9.29979 -0.61571 29.32874
42 C 9.11773 0.86748 30.65969
43 C 10.01824 0.58045 31.90428
44 Br 9.58752 -1.13519 32.95233
45 H 8.07693 1.10321 30.88162
46 H 9.33340 1.77173 30.09055
47 H 10.08784 1.33058 32.69205
48 H 11.02097 0.38687 31.52325

**SMILES string**: BrCCBr.BrCCBr.BrCCBr.BrCCBr.BrCCBr.BrCCBr
**E_HOMO**: -9.5 eV
**Orbital gap**: 9.47 eV

2.
This record from the Open Molecules 2025 dataset describes a cluster of 2 separate species, C3H8INS in total at a distorted geometry. The level of theory is ωB97M-V/def2-TZVPD.

Atoms and positions in Å:
1 C -0.76656 -2.28995 -0.42342
2 C 1.03617 2.83381 -0.13295
3 C -0.58877 -1.10687 0.37764
4 N 1.08829 1.51685 0.21889
5 S -1.07814 0.37546 -0.43300
6 I -3.52452 0.28895 -0.00474
7 H -1.78544 -2.29241 -0.92223
8 H -0.31073 -2.00138 -1.40929
9 H -0.43081 -3.29716 -0.11327
10 H 0.34915 3.44818 0.34845
11 H 0.89248 2.82447 -1.30697
12 H 2.21477 3.32137 -0.06126
13 H 0.44551 -1.04835 0.67733
14 H -1.19984 -0.98347 1.33478

**E_HOMO (spin up / spin down)**: -8.6 / -8.4 eV
**Orbital gap (spin up / spin down)**: 7.59 / 7.08 eV

3.
This record from the Open Molecules 2025 dataset describes a structure of composition C14H42B2F8O7S7Y at a distorted geometry. The level of theory is ωB97M-V/def2-TZVPD.

Atoms and positions in Å:
1 Y -0.55549 -0.17755 -0.11305
2 B -3.26982 0.66098 0.88440
3 F -4.14960 1.48306 0.23097
4 F -3.02800 -0.46679 0.14594
5 F -2.03468 1.25652 1.00040
6 F -3.78060 0.49346 2.11393
7 B 0.79851 -1.63955 -3.32664
8 F 1.42918 -2.65350 -2.71186
9 F 0.14358 -0.97865 -2.41125
10 F 1.79702 -0.79117 -3.87061
11 F -0.02657 -2.04818 -4.23436
12 C -1.97616 1.06965 -4.41943
13 S -2.84165 0.13001 -3.11918
14 O -1.93723 0.24420 -1.86970
15 C -4.34792 1.22329 -2.94868
16 H -0.98760 0.64187 -4.58635
17 H -1.79977 2.07110 -4.02689
18 H -2.44299 0.99436 -5.40152
19 H -4.56714 1.41966 -1.89916
20 H -5.12428 0.97988 -3.67402
21 H -4.03687 2.20708 -3.30009
22 C 0.30260 4.54728 -1.78019
23 S -1.23757 3.53849 -1.39076
24 O -0.67293 2.19956 -0.88113
25 C -1.79504 4.46532 0.10973
26 H 0.40496 4.42081 -2.85798
27 H 1.23072 4.28999 -1.26981
28 H 0.27056 5.60204 -1.50713
29 H -2.61992 3.84130 0.45366
30 H -2.29004 5.32390 -0.34406
31 H -1.15290 4.65323 0.97022
32 C 2.41547 2.15957 3.08620
33 S 0.99307 1.04891 2.96979
34 O 0.54689 0.84583 1.51908
35 C -0.21955 2.31153 3.44397
36 H 3.33745 1.61142 2.89234
37 H 2.45759 2.53437 4.10887
38 H 2.34903 3.01357 2.41214
39 H -0.42079 3.11319 2.73337
40 H 0.04526 2.84924 4.35438
41 H -1.19328 1.86269 3.64016
42 C 3.95400 0.07225 -1.83493
43 S 2.61542 1.28330 -1.71735
44 O 1.52506 0.65329 -0.79904
45 C 3.55190 2.41643 -0.63861
46 H 4.15425 -0.36768 -0.85796
47 H 4.84494 0.60042 -2.17456
48 H 3.82177 -0.88404 -2.34102
49 H 3.84187 1.79063 0.20542
50 H 2.87220 3.19002 -0.28131
51 H 4.29541 2.97326 -1.20891
52 C -2.79913 -1.80387 3.95142
53 S -1.25654 -2.22012 2.99377
54 O -0.99546 -1.14007 1.95930
55 C -0.01984 -1.97865 4.35030
56 H -2.84309 -0.76603 4.28168
57 H -2.86747 -2.43067 4.84055
58 H -3.68036 -2.08933 3.37692
59 H 0.99928 -2.29928 4.13425
60 H -0.28627 -2.48900 5.27586
61 H 0.18002 -0.97320 4.72074
62 C 3.25400 -1.29316 2.08645
63 S 2.12136 -2.39351 1.16087
64 O 1.10117 -1.43525 0.53601
65 C 3.28658 -3.20278 -0.02980
66 H 4.21180 -1.75099 2.33366
67 H 2.77477 -0.91817 2.99078
68 H 3.47973 -0.55933 1.31274
69 H 4.26613 -2.72536 -0.00407
70 H 2.91000 -3.03608 -1.03901
71 H 3.33381 -4.24695 0.27934
72 C -0.23908 -4.74202 -0.42340
73 S -1.78481 -3.67754 -0.58523
74 O -1.18444 -2.29185 -0.68834
75 C -2.23189 -4.18116 -2.31446
76 H 0.24915 -4.46015 0.50949
77 H 0.36458 -4.68699 -1.32930
78 H -0.65924 -5.73251 -0.24876
79 H -3.04482 -4.90491 -2.25602
80 H -1.38222 -4.35751 -2.97405
81 H -2.74805 -3.29301 -2.67897

**Charge**: +1
**E_HOMO**: -10.9 eV
**Orbital gap**: 8.73 eV

We obtain energy above the lowest of the compared OMol25 structures with the same formula, charge and spin values of 2.342 3.855 4.198 eV for the records listed above, in that order.
We obtain calculated total energy values of -31359.7409 -869.5509 -4759.7778 a.u. for the records listed above, in that order.